{
  "formula": "C37H71F3NO11",
  "method": "wB97M-V/def2-TZVPD",
  "multiplicity": 2,
  "homo_ev": [-8.796, -9.502],
  "total_energy_ha": -2634.22114,
  "elements": ["C", "O", "C", "C", "C", "C", "C", "C", "C", "C", "C", "C", "C", "C", "C", "C", "C", "C", "F", "F", "F", "C", "C", "C", "C", "N", "O", "C", "C", "C", "C", "H", "H", "H", "H", "H", "H", "H", "H", "H", "H", "H", "H", "H", "H", "H", "H", "H", "H", "H", "H", "H", "H", "H", "H", "H", "H", "H", "H", "H", "H", "H", "H", "H", "H", "H", "H", "H", "H", "H", "H", "H", "H", "H", "H", "H", "H", "H", "C", "C", "O", "C", "O", "O", "C", "H", "H", "H", "H", "H", "H", "H", "H", "C", "C", "O", "C", "O", "O", "C", "H", "H", "H", "H", "H", "H", "H", "H", "C", "C", "O", "C", "O", "O", "C", "H", "H", "H", "H", "H", "H", "H", "H"],
  "coordinates": [[-5.901987, -6.225359, 5.749711], [-7.053187, -6.238196, 4.877416], [-7.016098, -7.404367, 4.010347], [-7.263400, -6.870707, 2.521451], [-6.040610, -5.970847, 1.977196], [-5.760887, -6.427388, 0.471367], [-4.348413, -5.965916, -0.101342], [-3.131882, -6.205457, 0.901855], [-1.789733, -6.435648, 0.044741], [-0.707669, -5.309473, 0.423776], [-1.052051, -3.954375, -0.360077], [-0.353886, -2.752965, 0.445721], [-0.349861, -1.486454, -0.556531], [0.015728, -0.203293, 0.307656], [0.717327, 0.975842, -0.550370], [2.212686, 0.499921, -0.817534], [2.705078, 0.460518, -2.324558], [2.365684, -0.897657, -3.094142], [1.096471, -0.921464, -3.644582], [3.274870, -0.911744, -4.209781], [2.686482, -2.031435, -2.361198], [0.774275, 2.239277, 0.441936], [0.226899, 3.602700, -0.176406], [0.143658, 4.625973, 1.076993], [1.276014, 4.310597, -1.177914], [-1.156568, 3.528480, -0.725006], [-2.000304, 3.610963, 0.291953], [-1.424241, 2.296206, -1.515191], [-1.905980, 2.812472, -2.973937], [-2.671417, 1.437437, -0.972956], [-0.131928, 1.394418, -1.818438], [-6.118215, -5.599950, 6.667419], [-5.675262, -7.283531, 6.084063], [-5.025206, -5.740655, 5.211126], [-7.919139, -8.035076, 4.308267], [-6.048168, -7.983429, 4.083392], [-7.484635, -7.756843, 1.839924], [-8.203202, -6.235760, 2.551605], [-5.165711, -6.154002, 2.672184], [-6.383099, -4.891520, 2.031254], [-5.877838, -7.545332, 0.372933], [-6.556092, -5.940229, -0.167080], [-4.351211, -4.881874, -0.432925], [-4.144865, -6.597428, -1.021280], [-2.954756, -5.282520, 1.545178], [-3.366326, -7.068633, 1.592737], [-2.036712, -6.254961, -1.050905], [-1.381849, -7.488536, 0.133705], [-0.747757, -5.060914, 1.531951], [0.351946, -5.638761, 0.194207], [-2.164214, -3.780748, -0.486673], [-0.605033, -3.997777, -1.409735], [0.717929, -3.088815, 0.626349], [-0.899818, -2.525895, 1.415781], [-1.407958, -1.436328, -0.968657], [0.381106, -1.712644, -1.383518], [0.796547, -0.548975, 1.070154], [-0.859133, 0.165521, 0.918716], [2.333023, -0.560882, -0.408950], [2.990856, 1.107405, -0.244786], [2.449476, 1.374076, -2.942778], [3.847318, 0.456829, -2.281643], [0.102884, 2.018991, 1.341034], [1.794248, 2.462981, 0.869276], [-0.173800, 4.120387, 2.031592], [1.227065, 4.955153, 1.245288], [-0.432501, 5.561678, 0.824299], [2.181351, 4.711711, -0.614897], [1.699594, 3.581143, -1.941384], [0.744747, 5.182477, -1.657835], [-1.172032, 3.632407, -3.280360], [-1.963642, 1.978676, -3.731437], [-2.902276, 3.332351, -2.842459], [-2.565359, 1.128157, 0.103780], [-2.862613, 0.594562, -1.697176], [-3.588139, 2.115409, -1.014358], [-0.539481, 0.490449, -2.384638], [0.452777, 1.982694, -2.602547], [6.481088, 8.832046, 2.444398], [6.111401, 7.957390, 1.262196], [4.832297, 7.341027, 1.458517], [3.773690, 8.128044, 1.228931], [3.807371, 9.277241, 0.870185], [2.665926, 7.420419, 1.491188], [1.457798, 8.170837, 1.370457], [6.416799, 8.264943, 3.376003], [7.495069, 9.220776, 2.334226], [5.797338, 9.677930, 2.538275], [6.836418, 7.146873, 1.168214], [6.129891, 8.517850, 0.324456], [1.392634, 8.665139, 0.400195], [1.390927, 8.900881, 2.179010], [0.623544, 7.476773, 1.459624], [3.236955, -1.832434, 6.750814], [2.438635, -2.954422, 6.115866], [2.225639, -2.707998, 4.719992], [3.267349, -2.975833, 3.923529], [4.337159, -3.405011, 4.272585], [2.921687, -2.658618, 2.667648], [3.977882, -2.812711, 1.720515], [2.765770, -0.866796, 6.552809], [3.312828, -1.976173, 7.830142], [4.246890, -1.784816, 6.338887], [1.450803, -3.004717, 6.577364], [2.916141, -3.925325, 6.267905], [4.414513, -3.810859, 1.772467], [4.740848, -2.049931, 1.886750], [3.555682, -2.671389, 0.725225], [1.433174, 0.882153, -7.593251], [1.682878, 1.545647, -6.253246], [2.068815, 2.916453, -6.423269], [1.068098, 3.767361, -6.680844], [-0.099888, 3.485267, -6.768131], [1.594226, 4.988819, -6.848545], [0.639631, 5.983053, -7.217301], [2.298420, 1.004837, -8.248929], [1.232582, -0.182975, -7.464501], [0.580020, 1.333292, -8.103864], [2.510722, 1.044699, -5.748158], [0.811296, 1.468494, -5.597676], [-0.200223, 6.003564, -6.521504], [0.290728, 5.803983, -8.235823], [1.138655, 6.951113, -7.185679]],
  "forces_ev_per_angstrom": [[0.0, 0.3, 0.2], [1.4, -1.0, 0.3], [-1.4, 0.7, -1.2], [0.1, 0.0, 0.7], [-1.1, -1.2, -0.2], [0.4, 1.2, 0.2], [0.0, -0.6, 0.3], [0.2, 0.3, -0.8], [0.2, 0.8, 0.3], [-0.8, 0.0, -0.4], [1.1, -0.1, 0.9], [-0.3, -0.2, -2.2], [-0.5, -0.5, 1.9], [0.8, -0.3, -0.7], [-0.1, 0.5, 1.5], [0.4, -0.7, -0.6], [0.9, -0.8, 0.5], [1.8, 1.6, -1.2], [2.0, -0.7, 1.1], [-1.8, -0.4, 1.7], [-1.3, 1.7, -1.3], [-1.2, 0.3, -0.1], [2.1, 2.1, 1.6], [1.7, -0.1, -0.4], [-0.2, -0.7, 0.1], [-0.2, -2.3, 2.8], [0.3, 0.5, -1.5], [-1.3, -1.3, -2.9], [0.5, 0.8, 0.9], [0.0, 1.3, -0.1], [-0.5, 0.2, -0.3], [0.0, -0.7, -1.1], [0.0, 1.2, -0.3], [-0.8, -0.8, 0.6], [1.3, 0.4, -0.4], [-1.0, 0.6, 0.0], [0.4, 1.1, 0.8], [1.0, -0.8, 0.0], [-0.8, 0.4, -1.0], [0.8, -1.2, -0.1], [0.3, 1.1, 0.2], [0.7, -0.7, 0.6], [-0.1, -1.2, 0.4], [-0.3, 0.8, 0.9], [-0.4, -1.2, -0.7], [0.4, 0.8, -0.8], [0.3, -0.4, 1.3], [-0.5, 1.2, 0.1], [0.0, -0.5, -1.2], [-1.2, 0.4, 0.1], [1.2, -0.3, 0.4], [-0.6, 0.0, 1.3], [-1.3, 0.6, 0.2], [0.8, -0.3, -1.2], [1.4, 0.2, 0.2], [-0.8, 0.4, 0.9], [-1.0, 0.6, -0.9], [0.8, -0.4, -0.9], [-0.1, 1.3, -0.6], [-1.3, -0.6, -0.7], [0.0, -1.3, 0.6], [-1.5, -0.2, -0.2], [0.8, 0.3, -1.2], [-1.0, -0.3, -0.6], [-0.1, 0.7, -1.2], [-1.4, -0.4, -0.1], [0.3, -1.2, 0.4], [-1.3, -0.6, -0.5], [-0.7, 1.0, 0.7], [0.7, -1.0, 0.2], [-0.9, -1.2, 0.0], [0.1, 1.0, 0.8], [1.0, -0.7, -0.3], [0.0, 0.0, -1.3], [0.4, 0.7, 1.0], [1.2, -0.9, 0.1], [0.6, 1.1, 0.9], [-0.5, -0.8, 1.2], [-0.2, 0.2, 0.2], [0.6, 0.3, 0.1], [-0.3, 0.0, -0.2], [0.1, -0.1, 0.2], [0.0, -0.2, 0.0], [0.2, 0.0, -0.1], [-0.5, 0.2, 0.0], [0.1, -0.1, -0.1], [0.0, -0.1, 0.0], [0.1, 0.0, -0.1], [-0.3, -0.1, 0.0], [-0.2, 0.0, 0.1], [0.1, 0.1, 0.1], [0.1, 0.1, -0.2], [0.3, -0.1, 0.1], [0.2, 0.1, -0.2], [0.1, 0.0, 0.6], [0.0, -0.2, -0.3], [-0.1, 0.2, 0.1], [-0.2, 0.0, -0.1], [0.0, -0.1, 0.2], [0.2, 0.0, -0.4], [-0.1, -0.1, 0.1], [0.0, 0.0, -0.1], [-0.1, -0.1, 0.1], [0.0, 0.0, -0.3], [0.1, 0.1, -0.2], [0.0, 0.1, 0.1], [0.0, -0.2, 0.1], [-0.2, 0.0, 0.2], [-0.1, 0.2, -0.2], [-0.1, -0.6, -0.1], [-0.1, 0.3, 0.2], [0.2, -0.1, -0.2], [0.2, 0.1, 0.1], [-0.1, -0.2, 0.1], [-0.2, 0.4, -0.1], [0.0, -0.1, 0.1], [0.1, 0.0, 0.0], [0.0, -0.1, 0.1], [0.1, 0.3, 0.0], [0.0, 0.2, -0.1], [0.0, -0.1, -0.1], [-0.1, 0.0, 0.1], [0.2, -0.2, 0.0]],
  "lowdin_spin": [0.000, 0.000, 0.000, 0.000, 0.000, 0.000, 0.000, 0.000, 0.000, 0.000, 0.000, 0.000, 0.000, 0.000, 0.001, 0.000, 0.000, 0.000, 0.000, 0.000, 0.000, 0.016, 0.026, -0.002, 0.001, 0.327, 0.576, 0.024, 0.009, 0.003, 0.010, 0.000, 0.000, 0.000, 0.000, 0.000, 0.000, 0.000, 0.000, 0.000, 0.000, 0.000, 0.000, 0.000, 0.000, 0.000, 0.000, 0.000, 0.000, 0.000, 0.000, 0.000, 0.000, 0.000, 0.000, 0.000, 0.000, 0.000, 0.000, 0.000, 0.000, 0.000, 0.002, 0.001, 0.000, 0.000, 0.000, 0.000, 0.000, 0.001, 0.001, 0.000, 0.000, 0.002, 0.000, -0.001, 0.001, 0.000, 0.000, 0.000, 0.000, 0.000, 0.000, 0.000, 0.000, 0.000, 0.000, 0.000, 0.000, 0.000, 0.000, 0.000, 0.000, 0.000, 0.000, 0.000, 0.000, 0.000, 0.000, 0.000, 0.000, 0.000, 0.000, 0.000, 0.000, 0.000, 0.000, 0.000, 0.000, 0.000, 0.000, 0.000, 0.000, 0.000, 0.000, 0.000, 0.000, 0.000, 0.000, 0.000, 0.000, 0.000, 0.000]
}